CClO2S | the ωB97M-V functional and the def2-TZVPD basis

Multiplicity: 3
Orbital gap (spin up / spin down) (eV): 4.7 / 7.3
Relative energy (zero: lowest compared OMol25 entry of this formula, charge and spin) (eV): 3.286
F_max (eV Å⁻¹): 5.89
DFT total energy (Ha): -1046.846358
HOMO (spin up / spin down) (eV): -1.15 / -4.46
<S²>: 2.0139
Charge: -1

Last columns: bonded neighbours and bond lengths (Å).
Element x y z (Å)
1 Cl -2.26 -0.26 -0.23  O3 1.676
2 S 1.83 -0.70 -0.17  C5 1.581
3 O -0.76 -0.93 0.09  Cl1 1.676
4 O 0.51 1.53 0.19  C5 1.180
5 C 0.69 0.36 0.13  S2 1.581, O4 1.180